(1)
{"formula": "C16H12IN2O2S4SbSe4Tc", "method": "ωB97M-V/def2-TZVPD", "molar_mass_g_mol": 1055.06, "homo_lumo_gap_ev": 5.3529, "max_force_ev_per_a": 7.3, "charge": 1, "spin_multiplicity": 1, "species": ["Tc", "C", "C", "C", "C", "N", "C", "C", "C", "C", "C", "C", "C", "H", "H", "H", "H", "H", "H", "H", "H", "O", "C", "S", "C", "C", "S", "S", "S", "N", "C", "O", "C", "I", "H", "H", "H", "H", "Se", "Sb", "Se", "Se", "Se"], "coordinates": [[-0.45992, -0.32850, 0.38183], [1.56429, -1.17195, 3.91233], [2.73006, -0.45204, 3.66808], [3.04322, -0.10194, 2.36908], [2.17984, -0.43653, 1.33185], [0.98851, -1.04424, 1.59477], [0.72494, -1.43496, 2.85890], [2.43548, -0.21800, -0.08216], [3.67563, 0.10411, -0.63414], [3.82910, 0.10868, -2.00662], [2.76613, -0.22002, -2.83736], [1.51477, -0.48089, -2.28951], [1.33420, -0.44345, -0.92131], [1.30041, -1.52584, 4.89827], [3.38684, -0.18554, 4.48542], [3.94782, 0.43696, 2.12937], [-0.17029, -2.02019, 3.02020], [4.52175, 0.32145, 0.00606], [4.79706, 0.33429, -2.43275], [2.90017, -0.26999, -3.90975], [0.67116, -0.71664, -2.93219], [-1.42351, 0.83569, 6.34843], [-1.42086, 0.73421, 5.16465], [-2.50057, -0.37985, 4.27147], [-1.87630, 0.01596, 2.69485], [-0.83877, 0.93996, 2.60940], [-0.12470, 1.62889, 1.21525], [-0.31493, 1.67714, 4.11218], [-2.34447, -0.84516, 1.31486], [-3.61555, 0.83522, -3.22918], [-2.97894, 1.55133, -2.29620], [-2.46104, 1.04481, -1.30788], [-2.96507, 3.05700, -2.51522], [-1.61190, 4.03454, -1.20036], [-3.72798, -0.16502, -3.12111], [-4.04558, 1.24313, -4.04182], [-3.95403, 3.46289, -2.31449], [-2.67149, 3.30500, -3.53198], [-1.56338, -1.57401, -5.29675], [-1.60150, -2.63702, -3.10898], [-1.27874, -1.50993, -1.09654], [-0.52105, -4.75914, -3.28753], [-3.84085, -2.75040, -3.99347]], "forces_ev_per_angstrom": [[6.51, 2.49, 2.05], [0.10, -0.16, -0.07], [-0.03, -0.02, -0.05], [0.03, -0.05, -0.06], [0.24, -0.32, 0.15], [0.94, -0.18, 0.46], [0.01, -0.55, 0.04], [-0.05, 0.04, -0.65], [-0.03, -0.11, 0.37], [0.20, -0.01, -0.18], [-0.17, -0.06, 0.09], [-0.15, 0.11, 0.15], [-0.25, 0.51, 1.06], [0.03, 0.03, 0.02], [0.03, 0.01, -0.02], [0.03, 0.00, 0.08], [-0.13, 0.17, -0.14], [0.05, -0.02, -0.06], [-0.01, 0.01, -0.01], [0.06, 0.03, 0.00], [0.13, 0.15, -0.13], [-0.03, 0.05, -0.07], [0.08, -0.06, 0.30], [0.27, 0.22, 0.02], [-0.25, -0.30, -0.07], [-0.28, 1.12, 0.61], [-0.61, 2.50, -0.17], [-0.11, -0.36, 0.05], [-3.21, -0.27, 2.24], [-0.22, -0.21, -0.23], [0.20, 0.41, 0.37], [-0.09, -0.11, -0.09], [0.12, -0.09, 0.05], [-0.11, 0.06, -0.19], [0.00, 0.13, 0.07], [0.08, 0.15, 0.06], [0.00, 0.01, -0.03], [-0.03, 0.02, -0.01], [-1.86, 0.02, -0.01], [2.02, -3.14, -1.97], [-3.74, -3.91, -3.29], [-0.07, 0.42, 0.54], [0.29, 1.26, -1.29]], "nbo_charge": [0.070, -0.269, -0.082, -0.242, 0.245, -0.408, 0.084, -0.089, -0.172, -0.210, -0.160, -0.241, -0.111, 0.253, 0.244, 0.244, 0.233, 0.216, 0.231, 0.228, 0.197, -0.492, 0.218, 0.399, -0.440, -0.436, 0.389, 0.386, 0.310, -0.795, 0.673, -0.679, -0.639, 0.147, 0.414, 0.410, 0.259, 0.249, -0.118, 0.938, 0.139, -0.459, -0.135]}

(2)
{"formula": "C3H9N", "method": "ωB97M-V/def2-TZVPD", "molar_mass_g_mol": 59.11, "homo_lumo_gap_ev": [2.9666, 9.4882], "max_force_ev_per_a": 1.4, "charge": -1, "spin_multiplicity": 2, "species": ["N", "H", "H", "H", "C", "C", "C", "H", "H", "H", "H", "H", "H"], "coordinates": [[-0.28360, -3.11027, -1.27936], [-1.09848, -2.57525, -1.01790], [0.58755, -2.62686, -1.14322], [-0.35741, -4.00940, -0.82849], [-0.50490, 1.56841, -0.43466], [-0.03304, 0.93592, 0.84553], [1.04342, 1.40306, 1.48857], [-0.68113, 0.80370, -1.18608], [0.27609, 2.24761, -0.76626], [-1.45484, 2.04165, -0.21405], [-0.44304, -0.05688, 1.05649], [1.23754, 1.32185, 2.54972], [1.71185, 2.05646, 0.92972]], "forces_ev_per_angstrom": [[-0.66, -0.65, -0.99], [0.08, 0.52, 0.18], [0.13, 0.15, 0.47], [0.43, -0.07, 0.30], [0.66, -1.05, 0.38], [1.10, -0.63, -0.61], [-0.50, 0.69, -0.20], [-0.08, -0.06, -0.27], [-0.29, 0.39, -0.24], [-0.22, 0.48, -0.16], [-0.75, 0.65, 0.80], [0.40, -0.97, -0.04], [-0.30, 0.56, 0.38]], "mulliken_spin": [1.955, -0.417, -0.451, -0.588, 0.681, 0.851, 0.171, -0.197, -0.105, -0.177, -0.614, -0.136, 0.025]}

(3)
{"formula": "C20H46N3OP2SSc", "method": "ωB97M-V/def2-TZVPD", "molar_mass_g_mol": 483.58, "homo_lumo_gap_ev": 7.4357, "max_force_ev_per_a": 2.5, "charge": 2, "spin_multiplicity": 1, "species": ["Sc", "P", "P", "N", "C", "H", "H", "C", "H", "H", "C", "H", "H", "C", "H", "H", "C", "C", "H", "H", "H", "C", "C", "H", "H", "H", "C", "C", "H", "H", "H", "C", "C", "H", "H", "H", "C", "C", "H", "H", "H", "C", "H", "H", "H", "C", "H", "H", "H", "C", "H", "H", "H", "H", "H", "H", "H", "O", "H", "H", "C", "N", "C", "S", "N", "C", "H", "H", "H", "H", "H", "H", "H", "H"], "coordinates": [[0.75930, -0.48950, 0.20242], [-0.11990, -2.31549, -1.47531], [-0.15420, 3.00826, 0.03163], [1.66762, 0.36578, -1.47581], [1.37004, -1.78661, -2.49383], [2.27972, -2.09152, -1.94963], [1.38998, -2.34055, -3.43566], [1.47814, -0.28287, -2.77176], [2.38285, -0.09900, -3.37903], [0.58902, 0.03542, -3.38720], [2.06090, 1.77576, -1.52854], [1.90044, 2.30605, -2.50906], [3.16234, 1.67758, -1.48851], [1.61589, 2.72528, -0.35150], [1.99492, 3.74284, -0.56264], [2.15820, 2.43364, 0.56328], [-0.29091, 3.50023, 1.78666], [0.30447, 2.46161, 2.75119], [1.27946, 2.08513, 2.40568], [-0.38935, 1.61865, 2.87313], [0.44862, 2.91962, 3.74436], [-0.85872, 4.36596, -0.92921], [-2.38928, 4.36221, -0.99650], [-2.71397, 5.04687, -1.80307], [-2.85126, 4.74218, -0.07408], [-2.76800, 3.36885, -1.24371], [-1.49380, -2.35395, -2.69802], [-2.79614, -2.93739, -2.12975], [-3.58603, -2.84186, -2.89382], [-3.14868, -2.40994, -1.25284], [-2.70496, -4.01115, -1.87976], [0.19364, -4.06471, -0.92504], [-0.83025, -4.50599, 0.13846], [-0.30307, -5.10560, 0.89349], [-1.61812, -5.13907, -0.29645], [-1.31641, -3.67122, 0.66323], [-1.07519, 1.50184, -0.41422], [-0.39708, 5.74870, -0.47231], [0.68278, 5.80007, -0.30508], [-0.64128, 6.48380, -1.26609], [-0.93093, 6.09052, 0.43045], [-1.14438, -2.96372, -4.06438], [-2.02561, -2.87741, -4.72110], [-0.31940, -2.45739, -4.56137], [-0.89401, -4.03817, -3.98920], [0.33834, -5.08943, -2.04328], [0.81385, -5.98829, -1.61104], [-0.62923, -5.40828, -2.45862], [0.98279, -4.73422, -2.85678], [-1.70981, 3.87705, 2.23642], [-2.41606, 3.10660, 1.91313], [-1.71717, 3.91780, 3.33498], [-2.03751, 4.87633, 1.88861], [0.31488, 4.42270, 1.85476], [1.17471, -3.97439, -0.42007], [-0.45213, 4.16352, -1.92986], [-1.66995, -1.27042, -2.84138], [-0.88379, 0.50086, 0.58763], [-0.76854, 1.31015, -1.45854], [-2.11072, 1.65549, -0.82806], [2.20390, -1.42693, 5.15898], [2.77550, -1.47483, 3.79624], [2.18173, -0.98072, 2.71264], [2.99695, -0.25125, 1.39953], [0.77359, -1.05641, 2.58450], [-0.01227, -2.19923, 3.13984], [1.22636, -0.93000, 5.15704], [2.93364, -0.87741, 5.76204], [2.14189, -2.43090, 5.57803], [3.79386, -1.57493, 3.81051], [0.45164, -0.14773, 2.96995], [-0.51360, -1.84855, 4.05828], [-0.76939, -2.48884, 2.38506], [0.62916, -3.06144, 3.36002]], "forces_ev_per_angstrom": [[0.06, 0.32, -0.91], [0.56, -0.71, -0.66], [-0.61, 0.07, 0.31], [-2.26, 0.45, 0.85], [0.19, -0.67, -0.26], [-0.24, 0.02, -0.02], [-0.04, -0.05, 0.12], [0.18, -0.08, 0.30], [-0.36, -0.20, -0.13], [0.57, 0.14, 0.60], [0.96, -0.01, -0.62], [-0.43, -0.70, 0.71], [-0.14, 0.99, 0.21], [0.52, -0.07, -0.23], [-0.04, -0.35, -0.04], [-0.43, 0.03, -0.17], [0.31, 0.09, 0.45], [0.17, -0.06, 0.27], [-0.23, 0.07, 0.21], [0.06, 0.26, -0.11], [-0.02, -0.12, -0.42], [0.04, 0.39, -0.42], [-0.36, 0.10, -0.48], [0.25, -0.33, 0.34], [0.20, -0.36, -0.30], [-0.27, 0.33, 0.10], [-0.37, 0.77, -0.07], [-0.08, -0.52, -0.40], [0.32, -0.09, 0.26], [0.04, 0.13, 0.31], [-0.02, 0.53, -0.19], [0.20, 0.56, 0.05], [0.06, -0.28, 0.22], [-0.28, 0.04, -0.15], [0.26, 0.28, 0.16], [0.08, -0.17, -0.22], [-1.15, -0.09, -0.62], [0.17, 0.64, -0.25], [-0.09, 0.12, 0.05], [0.17, -0.43, 0.41], [0.31, -0.27, -0.29], [-0.22, -0.51, -0.03], [0.30, 0.00, 0.25], [-0.04, 0.03, 0.00], [-0.20, 0.65, -0.09], [0.33, -0.62, 0.08], [-0.20, 0.26, -0.28], [0.30, 0.21, 0.19], [-0.15, -0.13, 0.18], [-0.20, 0.21, -0.02], [-0.13, 0.20, 0.13], [-0.04, -0.06, -0.31], [0.20, -0.71, 0.08], [0.05, -0.37, -0.19], [-0.21, -0.02, -0.18], [-0.12, 0.16, -0.07], [-0.05, -0.28, -0.15], [0.38, 0.93, -1.31], [1.27, -0.64, 0.27], [0.15, 0.12, 1.94], [0.18, -0.30, -0.05], [-0.07, 0.41, -0.21], [1.34, -0.48, 0.15], [-0.03, -0.60, 0.94], [-0.13, 0.90, 0.46], [-0.33, 0.29, 0.21], [0.43, -0.17, 0.10], [-0.38, 0.10, -0.02], [-0.24, 0.03, -0.05], [-0.47, 0.28, -0.48], [-0.32, -0.64, -0.58], [0.09, -0.54, -0.41], [0.42, 0.18, 0.55], [-0.12, 0.32, -0.08]], "lowdin_charge": [0.718, 1.011, 1.080, -0.289, -0.330, 0.095, 0.078, -0.312, 0.128, 0.123, -0.274, 0.132, 0.121, -0.228, 0.107, 0.057, -0.457, -0.102, 0.046, 0.069, 0.105, -0.487, -0.080, 0.108, 0.080, 0.061, -0.533, -0.096, 0.095, 0.074, 0.076, -0.545, -0.117, 0.088, 0.083, 0.047, -0.391, -0.090, 0.078, 0.108, 0.085, -0.089, 0.098, 0.068, 0.070, -0.103, 0.100, 0.081, 0.079, -0.074, 0.094, 0.097, 0.077, 0.131, 0.104, 0.129, 0.103, -0.360, 0.090, 0.107, -0.014, 0.011, -0.775, 0.778, -0.146, -0.029, 0.090, 0.108, 0.102, 0.160, 0.103, 0.102, 0.077, 0.107]}

no.,total energy (eV)
1,-345414.525
2,-4744.368
3,-78105.739